Record 1
96
Properties=species:S:1:pos:R:3:forces:R:3 method="wB97M-V/def2-TZVPD" multiplicity=2 total_charge=0 gap_ev="4.82 / 4.74" s_squared=0.7674 e_homo_ev="-6.23 / -6.23"
Ba 0.6634 0.9633 -0.8268 1.8 1.1 -1.9
O -2.4751 4.4488 -1.6007 0.0 0.0 0.0
C -1.4336 3.6888 -1.2626 0.2 0.2 0.3
O -0.8825 2.9398 -2.0355 -0.2 0.1 0.2
C -1.0066 3.8949 0.1786 0.0 0.1 0.1
C -1.4420 4.9546 0.9492 0.0 0.1 0.0
C -0.8940 5.0672 2.2431 0.0 0.0 0.0
C -0.0041 4.1406 2.7159 0.1 0.0 0.0
C 0.3553 3.0391 1.8896 -0.3 0.1 0.2
N -0.1549 2.9865 0.6327 0.0 -0.2 0.0
C 1.1201 1.9024 2.3014 -0.3 -0.2 0.0
O 1.6816 1.8287 3.5254 0.1 0.2 0.1
O 1.2357 0.8441 1.5914 -0.3 0.0 0.7
H -2.6684 4.2880 -2.5381 0.0 0.0 0.0
H -2.1489 5.6749 0.5667 0.0 0.0 0.0
H -1.1860 5.8952 2.8761 0.0 0.0 0.0
H 0.3850 4.2527 3.7208 0.0 0.0 0.0
H 1.5139 2.6344 4.0278 0.0 0.0 0.0
C 3.1789 3.9468 -1.3632 0.0 0.0 0.0
Si 3.9372 2.2625 -1.7837 0.2 0.1 0.0
C 4.3929 1.5095 -0.1049 0.0 -0.1 0.0
C 5.5552 2.5926 -2.6915 0.0 0.1 0.1
N 2.7609 1.3208 -2.5325 -0.3 0.0 0.2
C 2.6519 0.6733 -3.7196 0.1 -0.2 -0.1
C 1.4025 0.1627 -4.1428 -0.2 -0.1 -0.1
C 1.2164 -0.5182 -5.3360 0.1 0.0 0.0
C 2.2835 -0.7469 -6.1946 0.0 0.0 0.1
C 3.5340 -0.2670 -5.8095 0.0 0.0 0.0
C 3.7189 0.4140 -4.6189 0.0 0.0 0.0
H 3.8464 4.5762 -0.7660 0.0 0.0 0.0
H 2.2448 3.8343 -0.7966 0.0 0.0 0.0
H 2.9273 4.4903 -2.2788 0.0 0.0 0.0
H 5.1146 2.1308 0.4352 0.0 0.0 0.0
H 4.8373 0.5180 -0.2394 0.0 0.0 0.0
H 3.5242 1.3848 0.5528 0.0 0.0 0.0
H 6.1565 3.2937 -2.1029 0.0 0.0 0.0
H 5.3885 3.0403 -3.6743 0.0 0.0 0.0
H 6.1471 1.6843 -2.8272 0.0 0.0 0.0
H 0.5216 0.3397 -3.5334 -0.1 0.1 0.0
H 0.2213 -0.8641 -5.5992 0.0 0.0 0.0
H 2.1509 -1.2760 -7.1288 0.0 0.0 0.0
H 4.3925 -0.4285 -6.4527 0.0 0.0 0.0
H 4.7128 0.7582 -4.3611 0.0 0.0 0.0
C 0.7401 -3.7775 4.0471 -0.1 0.0 0.1
Ge 1.4687 -2.4953 2.7571 0.3 0.0 -0.2
C 2.1563 -3.4123 1.1757 0.0 0.0 0.0
C 2.8684 -1.4147 3.5784 0.0 0.0 0.0
Ge -0.3734 -1.0460 2.0934 -0.4 0.0 0.3
C -1.0791 0.2412 3.3738 -0.1 0.0 0.1
C -0.6890 0.1072 4.7063 0.0 0.0 0.0
C -1.2494 0.9035 5.6976 0.0 0.0 0.0
C -2.1962 1.8619 5.3624 0.0 0.0 0.0
C -2.5816 2.0203 4.0361 0.0 0.0 0.0
C -2.0316 1.2113 3.0529 0.1 0.0 0.0
C -1.9533 -1.9662 1.3942 0.1 0.0 0.0
C -1.8222 -3.3425 1.1884 0.1 0.0 0.0
C -2.9205 -4.1289 0.8748 -0.1 0.0 -0.1
C -4.1705 -3.5401 0.7306 0.1 0.0 0.0
C -4.3120 -2.1680 0.8969 0.1 0.0 0.0
C -3.2141 -1.3901 1.2372 0.0 0.0 0.0
H 1.5522 -4.4231 4.3878 0.0 0.0 0.0
H -0.0351 -4.4006 3.6018 0.0 0.0 0.0
H 0.3185 -3.2757 4.9191 0.0 0.0 0.0
H 3.0000 -4.0391 1.4711 0.0 0.0 0.0
H 2.4992 -2.6953 0.4309 0.0 0.0 0.0
H 1.4015 -4.0439 0.7082 0.0 0.0 0.0
H 3.6741 -2.0742 3.9072 0.0 0.0 0.0
H 2.4999 -0.8594 4.4408 0.0 0.0 0.0
H 3.2680 -0.7003 2.8596 0.0 0.0 0.0
H 0.0692 -0.6174 4.9863 0.0 0.0 0.0
H -0.9430 0.7760 6.7284 0.0 0.0 0.0
H -2.6341 2.4849 6.1319 0.0 0.0 0.0
H -3.3116 2.7738 3.7671 0.0 0.0 0.0
H -2.3337 1.3611 2.0222 0.0 0.0 0.0
H -0.8482 -3.8148 1.2606 0.0 0.0 0.0
H -2.7937 -5.1921 0.7171 0.0 0.0 0.0
H -5.0328 -4.1463 0.4823 0.0 0.0 0.0
H -5.2808 -1.7012 0.7700 0.0 0.0 0.0
H -3.3538 -0.3275 1.3722 0.0 0.0 0.0
F -5.4641 -0.6566 -3.5914 0.0 0.0 0.0
C -4.6727 -1.6754 -3.2320 -0.1 0.0 0.0
C -3.3663 -1.4978 -3.0405 0.1 -0.1 0.1
N -2.5372 -2.5327 -2.6484 0.0 0.0 -0.2
C -1.1160 -2.3008 -2.4141 -0.1 -0.1 0.1
C -0.8695 -1.2708 -1.3233 0.1 -0.2 0.4
O 0.1278 -1.4728 -0.5499 -0.5 -0.6 -0.1
O -1.5485 -0.2178 -1.2796 -0.4 -0.7 -0.2
C -3.0090 -3.8262 -2.5241 0.0 0.0 0.0
O -2.3146 -4.7798 -2.2438 0.0 0.0 0.0
N -4.3659 -3.9599 -2.7441 0.0 0.0 0.0
C -5.3012 -2.9752 -3.0548 0.0 0.0 0.0
O -6.4791 -3.2231 -3.1639 0.0 0.0 0.0
H -2.9005 -0.5308 -3.1501 0.0 0.0 0.0
H -0.6159 -1.9533 -3.3232 0.0 0.0 0.0
H -0.6787 -3.2523 -2.1345 0.0 0.0 0.0
H -4.7218 -4.8991 -2.6353 0.0 0.0 0.0


Record 2
93
Properties=species:S:1:pos:R:3:forces:R:3 method="wB97M-V/def2-TZVPD" multiplicity=2 total_charge=-1 gap_ev="4.55 / 5.26" s_squared=0.7576 e_homo_ev="-2.32 / -3.04"
Ca 17.9379 15.4791 8.3378 -0.2 -0.3 0.5
N 24.0101 12.0909 11.2468 0.6 -0.6 0.5
C 23.3526 13.2255 10.8905 -1.2 1.4 -1.0
C 22.7339 13.2951 9.6226 -0.4 0.6 0.3
C 22.0034 14.4329 9.2832 0.4 -1.0 0.1
C 21.8688 15.4788 10.1920 -1.8 0.7 -1.7
C 22.5091 15.4732 11.4106 0.3 0.5 -0.8
C 23.2692 14.3759 11.7350 0.3 -1.2 -0.2
S 20.6095 16.7321 9.6275 -1.7 -2.6 0.1
O 20.3266 16.2494 8.2405 0.1 1.0 1.1
O 21.0458 18.0670 9.8426 0.6 0.7 -0.1
N 19.1281 16.3981 10.3320 1.6 0.3 -1.4
C 18.8034 16.7870 11.5700 -0.4 0.9 0.8
N 17.4764 16.7929 11.8633 0.6 0.0 0.8
C 17.1629 16.9432 13.1595 0.5 -0.5 -0.5
C 18.0910 17.0046 14.1976 0.8 -0.6 -0.6
C 19.4124 17.0336 13.7287 0.5 1.2 2.0
N 19.7451 17.1562 12.4807 0.7 -1.5 -1.4
H 23.6636 11.1955 10.8770 0.6 0.9 0.7
H 24.4885 12.1843 12.1373 -0.3 -0.9 -0.3
H 22.7150 12.4926 8.8756 0.4 0.1 0.6
H 21.5744 14.4187 8.2783 -0.1 0.4 0.6
H 22.5235 16.4015 11.9608 -0.3 -0.2 0.5
H 23.7775 14.3804 12.6860 0.2 -0.2 0.2
H 16.1098 16.9100 13.3234 -0.7 0.2 0.4
H 17.9313 16.9587 15.2720 -0.5 0.1 -0.4
H 20.2827 17.0969 14.4497 -1.1 0.0 -0.6
S 16.2595 16.6275 6.6296 0.2 1.2 -3.6
C 15.5104 16.2307 7.9710 -0.1 -0.8 3.5
C 10.7515 13.5866 7.7186 0.0 1.1 0.8
Ge 10.5049 15.5530 8.0503 0.1 -1.3 -0.6
C 8.8060 15.8123 9.0717 0.1 1.9 -1.3
C 10.4441 16.6850 6.4224 0.1 -1.1 -0.3
C 12.1329 16.0366 8.9601 -0.9 0.0 1.5
Se 13.9449 15.2677 8.6535 0.7 -0.3 -0.8
C 14.6906 15.4349 10.4518 -1.1 0.7 -0.1
H 10.7994 13.0684 8.6671 -0.2 0.0 0.5
H 11.7027 13.3820 7.2849 0.8 0.1 -0.6
H 10.0079 13.1275 7.1331 -1.1 -0.5 -0.8
H 8.1383 16.3539 8.3357 0.5 -0.5 0.8
H 8.9010 16.4875 9.9316 0.1 -0.3 -0.1
H 8.3079 14.9147 9.3391 -0.3 -0.9 0.4
H 10.8253 17.6735 6.6257 0.2 0.3 0.1
H 9.4108 16.7664 6.0949 -0.1 0.0 -0.2
H 11.0563 16.2198 5.6153 -0.4 0.4 0.5
H 11.8657 15.9444 10.0282 0.4 0.0 -0.2
H 12.2050 17.0749 8.7589 0.4 1.3 0.0
H 15.4526 16.2170 10.3751 -0.1 -0.3 0.0
H 15.1126 14.4707 10.6576 0.4 -0.3 0.2
H 13.8995 15.6983 11.1668 0.1 -0.1 -0.1
O 16.9131 13.5493 9.2931 -0.8 -1.6 -1.4
C 16.7425 13.0401 8.1128 1.4 1.8 0.1
O 17.4740 13.4590 7.1528 -0.5 -0.6 0.6
C 15.6872 12.0016 7.7482 0.3 -0.1 -0.8
C 15.2269 11.1705 8.8946 -0.6 -1.2 1.2
Ge 15.9957 9.3035 9.2249 1.6 3.0 -0.7
C 17.1390 9.6933 10.7799 -1.4 0.1 0.2
C 18.1520 10.6397 10.6908 1.8 -0.1 1.8
C 18.9411 10.9100 11.8770 -1.6 -0.2 -1.6
C 18.5316 10.3331 13.0683 0.6 0.4 0.3
C 17.3846 9.5759 13.1779 -0.6 -0.8 0.2
C 16.6723 9.2451 12.0294 1.3 0.5 -0.1
C 17.3402 8.8697 7.8155 -0.2 -0.1 -0.5
C 17.2295 7.6609 7.1440 0.6 -0.4 -0.1
C 18.0381 7.3613 6.0500 -0.1 -1.4 -0.4
C 18.9920 8.2173 5.5480 0.7 0.5 0.4
C 19.1355 9.4190 6.2332 0.8 0.7 -0.2
C 18.3497 9.7422 7.3387 -0.7 0.9 0.6
C 14.6171 8.0601 9.6462 -1.5 -1.2 -0.5
C 15.0105 6.8715 10.2412 0.6 0.1 0.0
C 14.0965 5.9732 10.7942 0.1 -0.9 0.5
C 12.7094 6.1770 10.7163 1.0 1.3 -0.1
C 12.3042 7.3783 10.0619 -0.8 -0.9 0.1
C 13.2170 8.2348 9.4603 1.6 -1.3 1.7
H 16.0586 11.4423 6.8907 0.6 -0.3 0.2
H 14.8265 12.4486 7.2596 -0.1 0.9 0.3
H 14.1365 11.0258 8.8857 0.2 0.1 -0.1
H 15.4420 11.7577 9.8027 -0.1 -0.4 -0.1
H 18.4413 11.1292 9.7590 -0.2 -0.2 0.4
H 19.7581 11.6256 11.8404 0.0 -0.2 0.0
H 19.0959 10.4888 13.9748 0.2 0.2 0.1
H 17.0979 9.1938 14.1724 0.0 0.2 -0.6
H 15.7950 8.6361 12.0543 -0.4 -0.4 0.3
H 16.6449 6.8309 7.5326 -0.4 0.3 -0.1
H 17.9397 6.3595 5.6336 0.0 0.1 -0.1
H 19.7558 7.9950 4.7681 -1.1 -0.1 0.5
H 19.9399 10.0820 5.8565 -0.7 -0.1 0.6
H 18.4628 10.7262 7.8504 0.1 -0.8 -0.8
H 16.1030 6.6956 10.2430 -0.7 -0.3 0.5
H 14.5257 5.1121 11.3553 -0.6 0.5 -0.6
H 12.0311 5.4710 11.2168 0.2 0.6 -0.4
H 11.2310 7.6609 10.0173 0.8 -0.4 -0.1
H 12.8817 9.0691 8.9513 -0.8 1.7 -0.9


Calculated DFT total energy, -6824.956221, -9984.342838 Eh (same order as the records).